1.
9 unconnected molecules or ions with the total composition C7H26O8, computed with ωB97M-V with the def2-TZVPD basis set.

Last column: Löwdin spin population.
Geometry (Å):
1 C 2.58167 0.72406 -0.61926  0.082
2 C 3.45444 0.16212 -1.43530  0.258
3 C 0.82392 0.30273 0.89362  0.194
4 C 1.33647 0.03291 -0.36032  0.164
5 C -2.74862 -0.77354 2.25777  0.028
6 C -1.63665 -0.38345 1.33502  0.157
7 C -0.31066 -0.34427 1.63469  0.061
8 H 2.71598 1.74838 -0.12068  0.000
9 H 3.24408 -0.62788 -2.06036  0.012
10 H 4.48435 0.55615 -1.55195  0.010
11 H 1.44971 0.94091 1.43384  0.006
12 H 0.88092 -0.75655 -0.99593  0.003
13 H -2.39934 -0.90513 3.45572  0.000
14 H -3.56200 -0.02083 2.43641  0.006
15 H -3.20714 -1.68353 1.96636  0.010
16 H -2.14675 -0.13459 0.37568  0.003
17 H 0.06458 -0.69475 2.64853  0.001
18 H -0.15819 4.07303 -0.73229  0.000
19 H 0.98427 3.38049 -0.32626  0.000
20 O 0.82145 4.09228 -1.01342  0.000
21 H -3.09365 2.57913 -2.42836  0.000
22 H -2.79329 1.26206 -3.20006  0.000
23 O -3.43631 1.73004 -2.66063  0.000
24 H -1.15036 -3.26054 -3.12689  0.000
25 H -0.53823 -3.32351 -1.74269  0.000
26 O -0.26127 -3.36212 -2.68424  0.000
27 H 1.09385 1.58918 4.11972  0.000
28 H 0.56111 2.93688 4.38306  0.000
29 O 1.02423 2.44569 3.66424  -0.001
30 H 0.32316 -2.50624 0.01498  0.000
31 H 0.41617 -3.37921 1.00127  0.000
32 O 0.05711 -3.48588 0.10778  0.002
33 H 3.52053 -0.43467 2.25115  0.000
34 H 3.57079 -1.86925 2.74185  0.000
35 O 3.98177 -1.21159 2.27586  0.001
36 H -3.28701 -1.87684 -1.18437  0.000
37 H -3.12899 -1.03007 -2.48683  0.000
38 O -2.95732 -1.95085 -2.20038  0.000
39 H 0.19703 1.33015 -2.12746  0.001
40 H -0.20195 2.45542 -3.09166  0.000
41 O -0.56988 1.67366 -2.84818  0.001

Calculated values
* total charge: +1
* highest occupied orbital energy (alpha / beta): -13.18 / -13.18 eV
* energy relative to the best compared isomer or geometry (same formula, charge and spin): 247.03 kJ/mol
* Kohn-Sham gap (alpha / beta): 8.207 / 4.948 eV
* 2S+1: 2
* calculated total energy: -883.72683 a.u.

2.
C5H9NOS in the gas phase, computed with ωB97M-V with the def2-TZVPD basis set.

Last column: Mulliken charge in e.
Geometry (Å):
1 C 0.48583 -1.10207 -2.26733  -0.664
2 O -0.37906 0.04698 -2.12423  -0.325
3 C -0.19602 0.99686 -1.15467  0.398
4 S -0.41590 2.57458 -1.45784  -0.369
5 N -0.00364 0.51686 0.11851  0.171
6 C -0.02033 1.29666 1.33282  -0.677
7 C -0.34026 0.01234 2.13495  -0.382
8 C -0.12155 -0.80913 0.80317  -0.538
9 H -0.01892 -2.06311 -2.03151  0.272
10 H 1.43751 -1.03154 -1.64338  0.298
11 H 0.85153 -1.28209 -3.35792  0.257
12 H 0.91489 1.89326 1.60726  0.241
13 H -0.88472 2.01783 1.31449  0.301
14 H 0.26324 -0.27791 3.07918  0.292
15 H -1.44403 0.16936 2.32352  0.214
16 H -0.93531 -1.52854 0.38754  0.290
17 H 0.80675 -1.43034 0.93543  0.221

Calculated values
* SMILES: COC(=S)N1CCC1
* total charge: 0
* highest occupied orbital energy: -8.41 eV
* energy relative to the best compared isomer or geometry (same formula, charge and spin): 261.31 kJ/mol
* Kohn-Sham gap: 9.073 eV
* calculated total energy: -724.02027 a.u.

3.
C6H10O in the gas phase, computed with ωB97M-V with the def2-TZVPD basis set.

Last column: Mulliken charge in e.
Geometry (Å):
1 C 0.63379 -1.49389 -2.68672  -1.064
2 C 0.95686 -1.11070 -1.25050  -0.390
3 C -0.25455 -0.48926 -0.45980  -0.543
4 C -0.04045 0.37690 0.55311  0.028
5 C -0.63311 0.49873 1.88230  -0.244
6 C -0.61903 1.80730 2.40725  -0.159
7 O -1.65185 2.24565 3.31755  -0.451
8 H -0.39882 -1.75036 -3.10153  0.330
9 H 0.45443 -0.48941 -3.26872  0.266
10 H 1.52934 -2.06584 -3.08052  0.266
11 H 1.40659 -1.89818 -0.58413  0.343
12 H 1.53967 -0.29314 -1.30353  0.324
13 H -1.13026 -0.35671 -1.12073  0.218
14 H 0.79841 1.06486 0.38081  0.145
15 H -1.42510 -0.15745 2.17304  0.346
16 H 0.26323 2.45403 2.12129  0.260
17 H -1.42914 1.65746 4.02082  0.325

Calculated values
* SMILES: CC/C=C/C=C/O
* total charge: 0
* highest occupied orbital energy: -7.38 eV
* energy relative to the best compared isomer or geometry (same formula, charge and spin): 463.78 kJ/mol
* Kohn-Sham gap: 7.473 eV
* calculated total energy: -309.66573 a.u.

4.
C5H13NO in the gas phase, computed with ωB97M-V with the def2-TZVPD basis set.

Last column: Mulliken charge in e.
Geometry (Å):
1 C 0.00823 -0.23809 2.07323  -1.508
2 C 0.31583 0.79669 0.98977  0.799
3 C -0.60800 1.99294 1.07344  -1.552
4 C 0.23851 0.21186 -0.46909  -0.103
5 N 1.58392 -0.15271 -0.95121  -0.698
6 C -0.72035 -0.95927 -0.67755  -0.602
7 O -0.62887 -1.43795 -2.03262  -0.544
8 H 0.43945 -1.16012 1.67394  0.377
9 H 0.49413 -0.09844 3.03797  0.377
10 H -1.05953 -0.33442 2.27685  0.282
11 H 1.34762 1.15110 1.05331  0.197
12 H -0.33732 2.90070 0.52704  0.397
13 H -1.61796 1.70690 0.75587  0.304
14 H -0.69767 2.39726 2.08929  0.403
15 H -0.14092 1.08297 -1.01007  0.312
16 H 1.80316 0.33989 -1.81765  0.274
17 H 1.51287 -1.08806 -1.35668  0.303
18 H -1.75334 -0.61014 -0.57543  0.256
19 H -0.44754 -1.78936 -0.02230  0.397
20 H -0.82294 -2.40160 -2.01536  0.329

Calculated values
* SMILES: CC(C)[C@@H](N)CO
* total charge: 0
* highest occupied orbital energy: -9.35 eV
* energy relative to the best compared isomer or geometry (same formula, charge and spin): 119.64 kJ/mol
* Kohn-Sham gap: 10.163 eV
* calculated total energy: -328.27328 a.u.

5.
A molecular structure, C18H27F4N2PtS3, computed with ωB97M-V with the def2-TZVPD basis set.

Last column: Löwdin spin population.
Geometry (Å):
1 Pt -0.63881 0.68850 -0.06037  1.160
2 C -3.94626 0.26906 -0.45637  0.016
3 C -3.94561 1.73745 -0.08857  0.017
4 S -2.32110 2.50051 -0.41852  0.231
5 C -1.94095 3.42495 1.10539  0.022
6 C -1.85143 2.64692 2.40457  0.020
7 S -0.65832 1.24967 2.36621  0.223
8 C -1.69420 -0.14413 2.92890  0.020
9 C -2.94470 -0.41852 2.11917  0.013
10 S -2.62957 -0.71245 0.33662  0.169
11 H -3.78176 0.12465 -1.52524  0.001
12 H -4.90100 -0.19347 -0.20091  0.004
13 H -4.23444 1.92143 0.94395  0.000
14 H -4.66190 2.25927 -0.72535  0.005
15 H -2.68921 4.21413 1.20456  0.005
16 H -0.99254 3.91047 0.87670  0.000
17 H -2.81265 2.26293 2.74015  0.000
18 H -1.48243 3.32112 3.17876  0.004
19 H -1.96943 0.05952 3.96533  0.005
20 H -1.02010 -1.00120 2.92891  0.001
21 H -3.67432 0.38231 2.20555  0.000
22 H -3.41418 -1.32704 2.49869  0.003
23 C 1.54031 -4.25462 0.45129  0.058
24 C 0.72788 -2.97718 0.12670  0.068
25 N 0.86623 -2.59756 -1.25378  0.614
26 C 0.41235 -3.50816 -2.28388  0.064
27 C -0.99383 -4.07906 -2.11568  0.018
28 C 1.85492 -1.63801 -1.69657  0.077
29 C 2.44008 -0.57188 -0.76672  0.043
30 N 1.65850 0.65687 -0.55816  0.419
31 C 2.38365 1.78381 -0.49442  0.080
32 C 1.78796 3.06988 -0.69813  0.102
33 F 0.47667 3.11449 -0.96310  0.040
34 C 2.49499 4.23898 -0.72237  0.005
35 F 1.84984 5.36634 -0.94774  -0.011
36 C 3.87542 4.23990 -0.51556  0.207
37 C 4.50471 3.02743 -0.27295  -0.005
38 F 5.79616 2.99293 -0.04090  -0.016
39 C 3.80053 1.84016 -0.25513  0.130
40 F 4.45493 0.74077 0.07737  0.045
41 H 1.49248 -4.43142 1.52390  0.004
42 H 2.58507 -4.12834 0.16752  0.000
43 H 1.13019 -5.12387 -0.05875  0.002
44 H 1.06058 -2.16310 0.76624  0.005
45 H -0.32447 -3.18846 0.32385  0.017
46 H 1.11254 -4.35889 -2.30535  0.037
47 H 0.50559 -3.01573 -3.25095  0.004
48 H -1.11097 -4.66395 -1.20493  0.000
49 H -1.18541 -4.74088 -2.95813  0.000
50 H -1.73707 -3.28407 -2.14385  0.000
51 H 1.47730 -1.15307 -2.60217  0.015
52 H 2.71742 -2.23388 -2.03480  0.036
53 H 3.36369 -0.30388 -1.27532  0.004
54 H 2.74739 -0.99622 0.19418  0.013
55 H 4.43928 5.16459 -0.53987  0.008

Calculated values
* total charge: +3
* highest occupied orbital energy (alpha / beta): -17.42 / -17.65 eV
* Kohn-Sham gap (alpha / beta): 8.947 / 6.059 eV
* 2S+1: 5
* calculated total energy: -2523.81346 a.u.

6.
3 unconnected molecules or ions with the total composition C29H50Br2F3N7O7, computed with ωB97M-V with the def2-TZVPD basis set.

Last column: Mulliken charge in e.
Geometry (Å):
1 C 0.77829 6.30718 -0.35576  -1.018
2 C 1.54538 5.41487 0.24589  -1.161
3 C 1.05729 4.12299 0.80020  2.249
4 C 0.34895 4.13713 1.98413  -0.678
5 O 0.13662 5.35153 2.58561  -0.613
6 C -0.12181 2.99409 2.55618  1.269
7 C -0.91618 3.05683 3.86665  -1.988
8 C -2.42226 3.46481 3.61451  0.889
9 N -3.28104 2.76034 4.56785  -0.851
10 N -2.60017 4.89908 3.75050  -0.627
11 N -2.79050 3.01271 2.27076  -0.423
12 C 0.14637 1.79543 1.95241  -0.402
13 C 0.86228 1.79876 0.76303  0.764
14 C 1.32117 2.93120 0.15048  0.107
15 C 2.10058 2.84845 -1.16411  -0.956
16 C 1.55079 3.62549 -2.39530  -0.319
17 C 0.60846 2.93529 -3.39650  0.323
18 F -0.10124 3.93041 -4.01348  -0.349
19 Br -0.71500 1.69196 -2.71344  0.032
20 C 1.37048 2.20582 -4.53578  0.355
21 F 0.45621 1.75277 -5.41171  -0.201
22 F 2.09828 3.10027 -5.20375  -0.231
23 Br 2.39112 0.67102 -3.97861  -0.054
24 C 0.96948 0.34096 0.36162  -0.421
25 O 1.28020 -0.19030 -0.67312  -0.464
26 N 0.55897 -0.42259 1.50497  0.209
27 C 1.76880 -1.01535 2.14451  -0.835
28 N 1.43522 -2.00202 3.16155  -0.534
29 C -0.22981 0.38529 2.35620  -0.045
30 O -1.03196 0.01716 3.17838  -0.578
31 H -0.24297 6.08999 -0.65315  0.338
32 H 1.19597 7.27764 -0.59276  0.322
33 H 2.61452 5.59566 0.32716  0.410
34 H -0.26652 5.93785 1.93716  0.258
35 H -0.88131 2.05692 4.29277  0.553
36 H -0.43974 3.77562 4.53138  0.512
37 H -4.20854 3.15449 4.42805  0.339
38 H -3.33200 1.79423 4.25379  0.294
39 H -2.60011 5.36004 2.85276  0.263
40 H -1.84435 5.31736 4.27434  0.295
41 H -2.76711 3.75321 1.58045  0.159
42 H -3.70129 2.58300 2.27282  0.128
43 H 3.06442 3.31953 -0.93447  0.466
44 H 2.31618 1.80461 -1.36956  0.340
45 H 1.07492 4.53539 -2.05217  0.126
46 H 2.42345 3.89152 -2.99730  0.354
47 H 2.43320 -0.26034 2.58455  0.374
48 H 2.34351 -1.51450 1.36393  0.470
49 H 1.16060 -1.47053 3.97800  0.287
50 H 0.67091 -2.57610 2.83012  0.286
51 C -6.21559 -0.34501 0.53345  -0.657
52 O -6.04712 0.71577 -0.39226  -0.377
53 C -4.73028 0.79854 -0.93057  -0.746
54 C -4.70797 0.45986 -2.39705  0.125
55 N -4.95720 -0.95893 -2.62205  -0.341
56 C -5.17412 -1.31128 -4.02344  -0.696
57 C -6.40771 -0.73745 -4.71713  -0.496
58 O -7.63714 -1.23250 -4.21678  -0.426
59 C -8.15681 -0.53585 -3.09768  -0.528
60 H -7.20303 -0.24068 0.98074  0.274
61 H -6.16222 -1.31962 0.03862  0.299
62 H -5.46416 -0.30072 1.32786  0.253
63 H -4.02656 0.17571 -0.37002  0.424
64 H -4.41107 1.83651 -0.82651  0.320
65 H -3.72683 0.72224 -2.79430  0.099
66 H -5.46217 1.08290 -2.89646  0.166
67 H -5.77417 -1.23553 -2.09362  0.092
68 H -5.25059 -2.40060 -4.06487  0.386
69 H -4.28401 -1.03510 -4.59728  0.367
70 H -6.36526 -1.05938 -5.76143  0.363
71 H -6.40894 0.35851 -4.73874  0.340
72 H -7.89752 0.52541 -3.11512  0.276
73 H -7.81917 -0.99066 -2.16252  0.170
74 H -9.24303 -0.62607 -3.13163  0.292
75 C 7.89748 -5.28938 -1.14576  -0.722
76 O 6.92764 -6.26089 -0.80219  -0.341
77 C 7.12235 -6.83498 0.48592  -0.807
78 C 6.01406 -6.42218 1.43310  -0.175
79 N 6.11468 -5.00908 1.77919  -0.335
80 C 4.95107 -4.48547 2.49372  -0.814
81 C 3.61647 -4.45636 1.75388  -0.362
82 O 3.57568 -3.55063 0.66573  -0.285
83 C 4.05111 -4.06262 -0.56758  -0.687
84 H 7.73634 -5.01469 -2.18719  0.238
85 H 7.79705 -4.38793 -0.53202  0.303
86 H 8.91046 -5.68911 -1.04245  0.344
87 H 8.10617 -6.58915 0.89575  0.407
88 H 7.07982 -7.92072 0.35748  0.393
89 H 6.07984 -7.01946 2.34711  0.373
90 H 5.05851 -6.64978 0.94239  0.183
91 H 6.23508 -4.47254 0.93027  0.088
92 H 5.19278 -3.45728 2.77497  0.358
93 H 4.82770 -5.04705 3.42475  0.409
94 H 2.86795 -4.09363 2.46247  0.257
95 H 3.28253 -5.45397 1.44484  0.365
96 H 3.86153 -5.13325 -0.67072  0.302
97 H 5.11705 -3.85377 -0.69249  0.205
98 H 3.52065 -3.53927 -1.36421  0.300

Calculated values
* SMILES: C=Cc1c(O)c(CC(N)(N)N)c2c(c1CC[C@](F)(Br)C(F)(F)Br)C(=O)N(CN)C2=O.COCCNCCOC.COCCNCCOC
* total charge: 0
* highest occupied orbital energy: -8.60 eV
* energy relative to the best compared isomer or geometry (same formula, charge and spin): 69.50 kJ/mol
* Kohn-Sham gap: 8.255 eV
* calculated total energy: -7492.50569 a.u.

7.
C2H5P in the gas phase, computed with ωB97M-V with the def2-TZVPD basis set.

Last column: Mulliken charge in e.
Geometry (Å):
1 C 1.28362 -0.21005 1.20317  -0.681
2 P 0.84375 0.57640 -0.79328  0.111
3 C -0.92822 0.14688 -0.88511  -0.789
4 H 2.18136 -0.14691 1.70659  0.346
5 H 0.39724 -0.75292 1.41732  0.220
6 H -1.45423 1.13708 -0.83602  0.246
7 H -1.25975 -0.30830 -1.77024  0.326
8 H -1.06377 -0.44218 -0.04244  0.222

Calculated values
* SMILES: C=PC
* total charge: 0
* highest occupied orbital energy (alpha / beta): -8.90 / -8.26 eV
* energy relative to the best compared isomer or geometry (same formula, charge and spin): 261.82 kJ/mol
* Kohn-Sham gap (alpha / beta): 8.444 / 8.330 eV
* calculated total energy: -420.40486 a.u.

8.
A molecular structure, C3H9NO3, computed with ωB97M-V with the def2-TZVPD basis set.

Last column: Mulliken charge in e.
Geometry (Å):
1 C 0.30122 0.10484 0.36904  0.866
2 C -0.72284 0.80690 -0.33842  -0.231
3 C 1.74203 0.46994 0.27842  -1.236
4 N -0.54918 -0.99908 -1.42180  -0.612
5 O -0.01080 -0.75868 1.31784  -0.549
6 O -1.06093 -2.09715 -0.58963  -0.460
7 O -0.48465 2.04063 0.93251  -0.682
8 H -0.69156 -1.38869 0.95700  0.515
9 H -1.96513 -2.21310 -0.90245  0.340
10 H -1.07526 1.79544 1.65785  0.261
11 H 0.38302 -1.34132 -1.66645  0.249
12 H -1.75447 0.52402 -0.20193  0.259
13 H -0.45583 1.42086 -1.18187  0.320
14 H 2.20970 0.39025 1.25919  0.349
15 H 1.87588 1.48139 -0.09314  0.311
16 H 2.25879 -0.23624 -0.37613  0.298

Calculated values
* total charge: 0
* highest occupied orbital energy (alpha / beta): -7.92 / -7.92 eV
* energy relative to the best compared isomer or geometry (same formula, charge and spin): 620.82 kJ/mol
* Kohn-Sham gap (alpha / beta): 8.652 / 8.653 eV
* calculated total energy: -399.98503 a.u.